No. 1
DFT (ωB97M-V with the def2-TZVPD basis set) results for a single C4H6O2 molecule at a distorted geometry.

Geometry (Å):
C -1.319 -0.938 -0.217
O -1.653 0.216 0.561
C -0.325 0.058 0.135
C 0.887 0.029 1.067
O 1.540 1.009 0.230
C 0.557 0.890 -0.832
H -1.713 -0.936 -1.236
H -1.344 -1.893 0.300
H 1.450 -0.918 1.094
H 0.722 0.389 2.093
H 0.357 1.760 -1.425
H 0.841 0.332 -1.772

The SMILES is C1OCC12CO2. The orbital gap comes out at 0.399 Eh. The relative energy (zero: lowest compared OMol25 entry of this formula, charge and spin) is 3.398 eV. Its total energy is -306.38143 Eh.

=====

No. 2
DFT (ωB97M-V with the def2-TZVPD basis set) results for 16 unconnected molecules or ions with the total composition C35H96F6NO19S2 at a distorted geometry.

Geometry (Å):
C 2.522 -1.432 -2.858
F 2.729 -1.076 -4.162
F 2.957 -2.754 -2.700
F 3.197 -0.627 -2.034
S 0.661 -1.308 -2.445
O 0.244 -0.117 -3.194
O 0.090 -2.556 -2.909
N 0.691 -1.379 -0.690
S 0.050 -0.090 -0.268
O 0.807 1.173 -0.507
O -1.320 -0.031 -0.789
C -0.048 -0.358 1.646
F 1.181 -0.446 2.120
F -0.726 0.673 2.171
F -0.709 -1.515 1.874
O 4.126 -2.119 2.851
H 4.803 -1.490 2.601
H 3.559 -2.179 2.082
O 2.541 -2.901 0.568
H 1.864 -2.317 0.227
H 2.823 -3.411 -0.191
O -1.375 -4.521 -2.196
H -1.227 -4.427 -1.255
H -0.774 -3.893 -2.597
O -0.064 -3.874 0.125
H 0.219 -3.024 -0.214
H -0.456 -3.674 0.975
C 0.854 -3.716 3.984
C 1.124 -4.166 5.446
C -0.139 -4.682 6.146
O 2.147 -5.081 5.550
H 1.722 -3.275 3.494
H -0.017 -3.063 3.921
H 0.672 -4.663 3.474
H 1.370 -3.236 5.959
H -0.002 -4.763 7.225
H -0.307 -5.694 5.775
H -0.950 -3.996 5.905
H 2.219 -5.274 6.487
C -5.780 -1.208 4.836
C -4.478 -1.826 4.338
C -3.372 -0.845 3.944
O -3.929 -2.537 5.413
H -5.649 -0.488 5.643
H -6.530 -1.954 5.099
H -6.254 -0.597 4.068
H -4.664 -2.583 3.576
H -3.428 0.126 4.435
H -3.467 -0.674 2.871
H -2.384 -1.258 4.152
H -3.938 -2.033 6.230
C 2.616 2.695 -3.388
C 3.517 3.838 -2.849
C 4.367 3.289 -1.751
O 4.244 4.457 -3.886
H 3.207 1.869 -3.784
H 1.910 3.081 -4.123
H 2.035 2.296 -2.557
H 3.025 4.614 -2.263
H 4.930 4.087 -1.268
H 5.120 2.589 -2.115
H 3.752 2.691 -1.078
H 4.671 5.206 -3.465
C -3.029 3.816 -1.509
C -1.618 4.430 -1.308
C -0.576 3.941 -2.365
O -1.771 5.762 -1.618
H -3.451 4.055 -2.485
H -3.825 4.230 -0.890
H -2.957 2.737 -1.370
H -1.315 4.282 -0.271
H -0.554 2.854 -2.289
H 0.407 4.309 -2.068
H -0.873 4.244 -3.368
H -2.283 6.237 -0.958
C -3.951 -1.832 0.035
C -5.394 -1.741 0.612
C -5.889 -0.311 0.953
O -6.302 -2.351 -0.255
H -3.742 -2.807 -0.406
H -3.195 -1.661 0.801
H -3.860 -1.144 -0.805
H -5.468 -2.311 1.538
H -6.932 -0.339 1.268
H -5.910 0.286 0.042
H -5.285 0.122 1.750
H -6.279 -1.707 -0.967
C 1.314 3.610 1.928
C 1.602 5.008 1.351
C 0.565 6.047 1.735
O 2.894 5.419 1.843
H 2.140 2.949 1.667
H 0.403 3.251 1.449
H 1.227 3.621 3.015
H 1.552 4.830 0.277
H 0.557 6.213 2.813
H -0.413 5.660 1.451
H 0.762 7.006 1.256
H 3.064 4.971 2.675
C -2.685 3.144 3.447
C -4.083 2.912 2.706
C -5.299 2.909 3.655
O -4.339 3.894 1.726
H -2.560 2.580 4.372
H -2.647 4.199 3.718
H -1.816 2.925 2.827
H -3.991 1.998 2.120
H -5.384 3.807 4.267
H -5.183 2.038 4.300
H -6.284 2.810 3.200
H -5.190 3.691 1.331
C 3.640 -2.707 -6.772
C 2.447 -3.478 -7.372
C 1.057 -3.078 -6.844
O 2.467 -3.329 -8.764
H 4.544 -3.243 -7.063
H 3.626 -2.693 -5.682
H 3.807 -1.672 -7.070
H 2.598 -4.539 -7.174
H 0.233 -3.689 -7.213
H 0.725 -2.050 -6.989
H 1.087 -3.203 -5.762
H 2.105 -2.478 -9.021
C 6.276 -0.753 -3.221
C 7.494 -1.362 -3.934
C 7.263 -1.600 -5.476
O 8.689 -0.573 -3.796
H 5.987 0.192 -3.680
H 6.424 -0.508 -2.169
H 5.501 -1.519 -3.245
H 7.686 -2.335 -3.479
H 8.167 -2.001 -5.936
H 7.159 -0.651 -6.001
H 6.425 -2.193 -5.842
H 8.512 0.213 -4.318
C -2.637 -0.076 -4.593
C -3.968 -0.212 -3.886
C -4.288 -1.638 -3.514
O -3.895 0.534 -2.672
H -2.423 0.990 -4.664
H -2.804 -0.526 -5.572
H -1.785 -0.584 -4.142
H -4.622 0.260 -4.619
H -3.597 -2.085 -2.800
H -4.320 -2.340 -4.347
H -5.296 -1.720 -3.108
H -3.129 0.286 -2.148
C 0.303 -0.197 5.697
C 1.842 -0.224 5.547
C 2.443 1.091 5.006
O 2.465 -0.496 6.780
H 0.030 0.088 4.681
H 0.017 0.617 6.362
H -0.223 -1.125 5.920
H 1.992 -1.114 4.937
H 1.942 1.361 4.076
H 3.454 0.920 4.634
H 2.442 1.941 5.689
H 3.408 -0.643 6.681

As for the total charge: -1. The orbital gap comes out at 0.361 Eh. The relative energy (zero: lowest compared OMol25 entry of this formula, charge and spin) is 3.362 eV. Its total energy is -4270.95498 Eh.

=====

No. 3
DFT (ωB97M-V with the def2-TZVPD basis set) results for a single C4H8O2 molecule.

Geometry (Å):
C 0.740 1.512 -1.098
O 0.998 0.289 -0.447
C 0.230 0.073 0.692
C -1.221 -0.332 0.543
C -0.168 -1.353 0.877
O 0.192 -2.287 -0.088
H 0.858 2.367 -0.418
H -0.275 1.532 -1.519
H 1.472 1.593 -1.905
H 0.505 0.679 1.559
H -1.605 -0.390 -0.473
H -1.946 -0.015 1.287
H -0.097 -1.770 1.876
H 0.382 -1.784 -0.894

The SMILES is CO[C@H]1C[C@H]1O. The orbital gap comes out at 0.384 Eh. The relative energy (zero: lowest compared OMol25 entry of this formula, charge and spin) is 2.390 eV. Its total energy is -307.62460 Eh.

=====

No. 4
DFT (ωB97M-V with the def2-TZVPD basis set) results for 2 unconnected molecules or ions with the total composition C12H13N2O3 at a distorted geometry.

Geometry (Å):
C -4.407 0.654 -2.099
C -3.185 0.035 -2.438
C -2.065 0.779 -3.304
N -0.830 0.626 -2.534
C 0.129 -0.327 -3.130
C 0.045 -1.657 -2.247
O 0.766 -1.674 -1.229
O -0.759 -2.613 -2.569
O -0.249 1.855 -2.211
C -0.042 1.852 -0.859
N 0.119 1.610 0.246
H -4.521 1.142 -1.092
H -5.254 0.702 -2.836
H -2.876 -0.998 -2.103
H -2.002 0.341 -4.345
H -2.337 1.865 -3.377
H 1.181 0.051 -3.021
H -0.057 -0.540 -4.218
C 1.790 -1.220 2.645
C 1.764 0.143 2.372
C 2.165 1.054 3.341
C 2.602 0.603 4.583
C 2.631 -0.760 4.855
C 2.221 -1.671 3.888
H 1.473 -1.929 1.889
H 1.429 0.493 1.401
H 2.138 2.117 3.130
H 2.920 1.314 5.338
H 2.973 -1.112 5.822
H 2.239 -2.734 4.102

As for the total charge: -1. The orbital gap comes out at 0.257 Eh. The relative energy (zero: lowest compared OMol25 entry of this formula, charge and spin) is 6.769 eV. Its total energy is -800.09504 Eh.

=====

No. 5
DFT (ωB97M-V with the def2-TZVPD basis set) results for 8 unconnected molecules or ions with the total composition C39H101N7O12 at a distorted geometry.

Geometry (Å):
C -17.793 -18.328 -20.367
O -17.634 -19.362 -19.404
C -16.377 -19.999 -19.393
C -16.478 -21.247 -18.571
N -17.190 -22.259 -19.332
C -17.421 -23.482 -18.568
C -16.171 -24.206 -18.070
O -15.713 -23.688 -16.830
C -14.558 -24.411 -16.257
H -18.783 -17.916 -20.169
H -17.787 -18.590 -21.425
H -17.115 -17.499 -20.161
H -15.662 -19.275 -19.004
H -16.195 -20.232 -20.442
H -16.911 -21.146 -17.576
H -15.483 -21.680 -18.470
H -18.110 -21.885 -19.515
H -18.031 -24.087 -19.240
H -18.043 -23.351 -17.682
H -15.378 -24.007 -18.790
H -16.322 -25.285 -18.048
H -14.216 -23.921 -15.345
H -13.817 -24.460 -17.055
H -14.812 -25.445 -16.023
C -15.062 -13.005 -20.175
O -14.264 -12.742 -21.312
C -12.896 -13.212 -21.309
C -12.666 -14.689 -20.985
N -13.070 -15.508 -22.092
C -12.746 -16.895 -21.911
C -13.480 -17.707 -22.955
O -14.822 -17.773 -22.579
C -15.572 -18.651 -23.459
H -14.599 -12.813 -19.207
H -15.341 -14.057 -20.236
H -16.003 -12.478 -20.016
H -12.337 -12.604 -20.598
H -12.433 -12.995 -22.272
H -13.213 -15.065 -20.119
H -11.599 -14.783 -20.783
H -14.053 -15.417 -22.305
H -13.071 -17.218 -20.922
H -11.661 -16.922 -22.015
H -12.963 -18.666 -22.944
H -13.409 -17.332 -23.976
H -16.651 -18.716 -23.314
H -15.331 -19.708 -23.346
H -15.417 -18.510 -24.528
C -20.842 -25.274 -24.717
O -19.479 -25.030 -25.094
C -18.962 -25.697 -26.290
C -17.559 -25.174 -26.552
N -16.556 -25.599 -25.553
C -15.239 -25.001 -25.789
C -14.267 -25.146 -24.631
O -13.667 -26.440 -24.370
C -12.424 -26.231 -23.695
H -21.014 -24.946 -23.691
H -21.140 -26.322 -24.729
H -21.559 -24.779 -25.372
H -19.523 -25.374 -27.167
H -18.956 -26.785 -26.216
H -17.494 -24.086 -26.562
H -17.261 -25.466 -27.559
H -16.898 -25.502 -24.608
H -15.317 -23.951 -26.070
H -14.889 -25.487 -26.700
H -14.668 -24.791 -23.682
H -13.601 -24.287 -24.713
H -12.590 -25.631 -22.800
H -11.736 -25.791 -24.417
H -12.045 -27.164 -23.279
C -15.325 -16.074 -17.668
O -14.239 -16.953 -18.085
C -12.995 -16.581 -17.469
C -11.888 -17.432 -18.111
N -12.240 -18.886 -18.052
C -11.198 -19.711 -18.618
C -11.771 -21.158 -18.899
O -12.746 -21.144 -19.963
C -13.139 -22.472 -20.331
H -16.262 -16.403 -18.118
H -15.163 -15.050 -18.006
H -15.455 -16.058 -16.586
H -12.939 -16.598 -16.381
H -12.837 -15.526 -17.689
H -10.908 -17.235 -17.676
H -11.802 -17.167 -19.165
H -13.058 -18.913 -18.644
H -10.328 -19.697 -17.962
H -10.876 -19.439 -19.624
H -12.276 -21.518 -18.002
H -10.960 -21.878 -19.004
H -13.764 -22.814 -19.506
H -12.334 -23.192 -20.479
H -13.825 -22.467 -21.178
C -22.613 -19.089 -24.417
C -21.650 -20.101 -23.695
C -20.169 -19.733 -24.054
O -19.858 -20.099 -25.416
C -19.622 -21.505 -25.638
N -21.878 -19.946 -22.277
H -22.759 -19.449 -25.435
H -22.291 -18.049 -24.476
H -23.631 -19.017 -24.035
H -21.883 -21.125 -23.989
H -19.425 -20.048 -23.323
H -20.161 -18.643 -24.009
H -20.423 -22.201 -25.388
H -18.797 -21.791 -24.986
H -19.331 -21.676 -26.675
H -22.885 -19.902 -22.212
H -21.554 -19.045 -21.957
C -21.473 -22.320 -18.690
C -20.902 -20.906 -18.965
C -20.056 -20.468 -17.708
O -20.779 -20.424 -16.459
C -21.927 -19.591 -16.509
N -20.004 -20.995 -20.156
H -20.610 -22.943 -18.455
H -21.906 -22.715 -19.609
H -22.134 -22.395 -17.827
H -21.616 -20.103 -19.147
H -19.650 -19.480 -17.926
H -19.257 -21.200 -17.590
H -22.693 -19.929 -17.206
H -21.546 -18.591 -16.718
H -22.460 -19.536 -15.559
H -19.445 -20.154 -20.146
H -20.698 -20.896 -20.883
C -15.647 -29.958 -23.183
C -16.543 -28.847 -23.796
C -16.803 -27.730 -22.822
O -17.508 -28.132 -21.645
C -17.602 -27.095 -20.676
N -15.779 -28.328 -24.924
H -15.404 -30.742 -23.901
H -16.186 -30.424 -22.358
H -14.741 -29.486 -22.803
H -17.483 -29.336 -24.052
H -17.419 -26.986 -23.327
H -15.955 -27.139 -22.477
H -18.254 -26.353 -21.139
H -16.611 -26.732 -20.403
H -18.037 -27.587 -19.806
H -14.956 -27.903 -24.521
H -16.190 -27.517 -25.364
C -18.675 -23.522 -22.290
C -17.175 -23.746 -22.562
C -16.353 -22.653 -23.198
O -16.571 -24.111 -21.320
H -18.924 -22.831 -21.485
H -19.144 -24.496 -22.147
H -19.187 -23.206 -23.199
H -17.090 -24.670 -23.133
H -16.590 -22.498 -24.250
H -15.295 -22.888 -23.077
H -16.602 -21.741 -22.654
H -16.767 -23.463 -20.639

The SMILES is COC[C@H](C)N.COC[C@H](C)N.COC[C@H](C)N.COCCNCCOC.COCCNCCOC.COCCNCCOC.COCCNCCOC.CC(C)O. The orbital gap comes out at 0.314 Eh. The relative energy (zero: lowest compared OMol25 entry of this formula, charge and spin) is 1.292 eV. Its total energy is -2832.35265 Eh.

=====

No. 6
DFT (ωB97M-V with the def2-TZVPD basis set) results for a molecular structure, C40H56BBr3F5N5OP2TeTi at a distorted geometry.

Geometry (Å):
Ti -1.508 -0.173 -0.844
C -1.525 3.624 -2.604
C -1.201 4.244 -1.258
C -2.531 4.855 -0.780
C -0.292 5.542 -1.430
P -0.529 2.919 -0.142
C 1.092 2.413 -0.904
N 1.508 1.166 -0.341
B 0.746 -0.085 -0.136
N 1.634 -0.995 0.549
C 1.473 -2.342 1.091
P 0.728 -2.547 2.907
C 0.747 -4.445 2.855
C 2.065 -5.199 2.615
C -0.228 -4.927 1.761
C 0.129 -4.836 4.195
C 2.069 -1.953 4.271
C 3.479 -2.291 3.787
C 1.813 -2.601 5.703
C 1.839 -0.432 4.336
C 2.905 -0.446 0.501
C 4.163 -0.977 0.636
C 5.244 -0.137 0.911
C 5.055 1.234 0.816
C 3.766 1.807 0.501
C 2.785 0.917 0.202
C -0.404 3.478 1.610
C 0.200 4.965 1.915
C -1.863 3.354 2.226
C 0.415 2.491 2.462
H -2.184 2.776 -2.459
H -0.654 3.243 -3.156
H -2.009 4.447 -3.221
H -2.841 5.711 -1.397
H -2.463 5.249 0.229
H -3.311 4.094 -0.798
H -0.370 6.195 -0.537
H -0.640 6.030 -2.348
H 0.763 5.172 -1.618
H 1.871 3.160 -0.827
H 0.923 2.255 -1.988
H 2.406 -2.912 0.992
H 0.779 -2.859 0.396
H 2.541 -4.920 1.676
H 1.906 -6.277 2.698
H 2.786 -4.989 3.396
H 0.073 -4.718 0.730
H -0.359 -5.960 1.881
H -1.207 -4.426 1.850
H -0.293 -5.837 4.054
H -0.657 -4.140 4.430
H 0.853 -4.863 5.004
H 3.830 -3.287 4.130
H 4.257 -1.584 4.088
H 3.592 -2.252 2.675
H 2.182 -3.633 5.701
H 0.721 -2.539 5.860
H 2.344 -2.024 6.482
H 1.914 0.192 3.427
H 2.476 0.075 5.066
H 0.817 -0.226 4.725
H 4.332 -2.033 0.623
H 6.198 -0.527 1.248
H 5.938 1.935 0.800
H 3.630 2.895 0.494
H -0.239 5.757 1.305
H 1.295 4.960 1.697
H 0.061 5.260 2.994
H -1.811 4.065 3.058
H -2.025 2.289 2.489
H -2.665 3.680 1.576
H 1.430 2.385 2.050
H -0.086 1.518 2.678
H 0.558 2.947 3.420
Br 2.322 -3.509 -6.454
C 1.790 -2.814 -4.832
C 2.496 -1.727 -4.321
C 2.007 -1.150 -3.169
N 0.926 -1.465 -2.525
C 0.186 -2.518 -3.011
C 0.636 -3.282 -4.143
C -1.087 -2.775 -2.355
C -2.054 -3.658 -2.914
C -3.195 -3.965 -2.198
Br -4.552 -4.689 -3.202
C -3.268 -3.663 -0.818
C -2.298 -2.808 -0.315
N -1.398 -2.206 -1.137
H 3.326 -1.321 -4.831
H 2.519 -0.235 -2.816
H 0.156 -4.181 -4.478
H -1.972 -4.036 -3.948
H -4.033 -4.073 -0.215
H -2.167 -2.553 0.744
C -5.558 2.208 -3.427
C -5.117 1.512 -2.165
C -5.556 1.965 -0.865
C -5.089 1.328 0.321
C -4.093 0.367 0.127
Br -3.110 -0.265 1.644
N -3.680 -0.037 -1.059
C -4.169 0.550 -2.237
H -4.650 2.468 -4.011
H -6.143 3.121 -3.240
H -6.188 1.547 -4.043
H -6.260 2.801 -0.754
H -5.368 1.656 1.286
H -3.754 0.149 -3.171
F -1.112 0.310 -2.511
Te 1.861 1.647 -6.255
F 0.251 2.393 -7.224
F 3.532 0.901 -5.339
F 1.997 3.191 -5.184
F 2.900 2.177 -7.706
O -1.472 1.729 -0.238

As for the total charge: +1. As for the expectation value of S²: 0.76. The orbital gap (alpha / beta) comes out at 0.217 / 0.219 Eh. As for the spin multiplicity: 2. The relative energy (zero: lowest compared OMol25 entry of this formula, charge and spin) is 0.037 eV. Its total energy is -11953.16019 Eh.